Version P
Here is the molecule C2H6O from the Open Molecules 2025 dataset. Energies are from ωB97M-V with the def2-TZVPD basis set.

Results
HOMO-LUMO gap	11.0	eV
LUMO level	1.125	eV
E_HOMO	-9.87	eV
charge	0

Geometry (Å):
C 0.14 0.76 -0.80
O 0.20 -0.58 -0.63
C -0.13 -0.86 0.74
H 0.36 1.10 -1.88
H 0.93 1.19 -0.09
H -0.86 1.27 -0.55
H 0.26 -1.90 1.02
H -1.27 -0.91 0.91
H 0.36 -0.08 1.28

Löwdin atomic charge list, values in e, 5 entries: C -0.22; O -0.25; C -0.11; H 0.11; H 0.10

***

Version Q
Here is the molecule C2H6O from the Open Molecules 2025 dataset. Energies are from ωB97M-V with the def2-TZVPD basis set.

Results
HOMO-LUMO gap	11.4	eV
LUMO level	1.001	eV
E_HOMO	-10.42	eV
charge	0

Geometry (Å):
C -0.99 0.02 -0.02
C 0.49 0.25 0.14
O 1.20 -0.94 0.46
H -1.49 -0.18 0.93
H -1.40 0.93 -0.47
H -1.16 -0.82 -0.70
H 0.75 1.04 0.85
H 0.90 0.55 -0.85
H 1.69 -0.85 -0.35

Löwdin atomic charge list, values in e, 5 entries: C -0.09; C -0.35; O -0.07; H 0.08; H 0.07

***

Energy relative to the most stable one, in kJ/mol: version P 51.6; version Q 0.0

***

Version P
Here is a cluster of 2 separate species, C3H7N in total from the Open Molecules 2025 dataset. Energies are from ωB97M-V with the def2-TZVPD basis set.

Results
HOMO-LUMO gap	10.8	eV
LUMO level	1.057	eV
E_HOMO	-9.79	eV
charge	0

Geometry (Å):
C -1.66 -0.68 0.24
C -1.52 0.35 -0.36
H -2.05 -1.51 0.77
H -1.34 1.28 -0.84
C 0.84 0.51 0.33
N 1.31 -0.85 -0.19
H 1.68 0.95 0.96
H 0.25 1.20 -0.44
H 0.19 0.31 1.11
H 0.46 -1.23 -0.61
H 1.83 -0.34 -0.95

Löwdin atomic charge list, values in e, 5 entries: C 0.01; C -0.03; H 0.04; H 0.04; C -0.25

***

Version Q
Here is a structure of composition C3H7N from the Open Molecules 2025 dataset. Energies are from ωB97M-V with the def2-TZVPD basis set.

Results
HOMO-LUMO gap	9.8	eV
LUMO level	1.035	eV
E_HOMO	-8.74	eV
charge	0

Geometry (Å):
C -0.80 0.76 0.76
C 0.48 0.83 -0.06
C 0.88 -0.31 -0.73
N 0.25 -1.65 -0.81
H -1.74 1.12 0.29
H -0.75 1.25 1.73
H -1.02 -0.33 0.96
H 1.65 -0.34 -1.49
H -0.34 -0.78 -1.17
H 0.18 -2.03 0.14
H 1.22 1.47 0.38

Löwdin atomic charge list, values in e, 5 entries: C -0.13; C -0.14; C -0.27; N -0.01; H 0.08

***

Energy relative to the most stable one, in kJ/mol: version P 64.7; version Q 0.0

***

Version P
Here is a cluster of 2 separate species, C3H2F3N in total from the Open Molecules 2025 dataset. Energies are from ωB97M-V with the def2-TZVPD basis set.

Results
HOMO-LUMO gap	9.9	eV
LUMO level	-0.328	eV
E_HOMO	-10.26	eV
charge	0

Geometry (Å):
C 0.85 -1.32 1.11
C 0.91 -1.99 -0.11
N -0.21 -1.35 0.25
H 1.36 -2.44 -0.92
F -0.16 0.86 -1.19
C -0.55 1.40 -0.02
F -1.85 1.87 -0.06
F 0.24 2.38 0.19
H -0.59 0.59 0.76

Löwdin atomic charge list, values in e, 5 entries: C -0.02; C -0.05; N 0.07; H 0.08; F 0.08

***

Version Q
Here is the molecule C3H2F3N from the Open Molecules 2025 dataset. Energies are from ωB97M-V with the def2-TZVPD basis set.

Results
HOMO-LUMO gap	11.5	eV
LUMO level	0.611	eV
E_HOMO	-10.86	eV
charge	0

Geometry (Å):
F 1.70 0.34 0.50
C 1.14 -0.50 -0.41
F 1.42 -1.79 -0.20
F 1.73 -0.27 -1.58
C -0.34 -0.12 -0.25
N -1.52 -0.21 -0.60
C -1.24 0.63 0.56
H -1.68 0.22 1.59
H -1.21 1.70 0.39

Löwdin atomic charge list, values in e, 5 entries: F 0.13; C -0.54; F 0.16; F 0.16; C -0.20

***

Energy relative to the most stable one, in kJ/mol: version P 181.5; version Q 0.0